# 1
A 2-piece molecular cluster, C5H11O2 overall in a non-equilibrium geometry, computed with the ωB97M-V functional and the def2-TZVPD basis.

Values from the calculation:
ΔE to the lowest compared entry with this formula, charge and spin = 20.8 kcal/mol
HOMO energy = -0.1391 Eh
Kohn-Sham gap = 7.844 eV

The geometry in ORCA input format:
```
! wB97M-V def2-TZVPD RIJCOSX def2/J DEFGRID3
* xyz -1 1
C -2.2067 2.8630 0.4555
C -1.5577 1.6926 -0.3405
H -1.5621 2.9879 1.3151
H -2.1359 3.7373 -0.1746
H -3.2362 2.5613 0.6557
H -0.4681 1.5943 -0.2461
H -1.8222 1.6278 -1.3910
H -1.8321 0.6931 0.0275
C 2.0391 -1.8746 -0.3228
C 0.9084 -2.7393 0.2330
C 1.6553 -0.3662 -0.1111
O 0.9107 0.2885 -0.8687
O 2.3864 0.1491 0.7881
H 3.0276 -1.9363 0.1304
H 2.1282 -2.1665 -1.3773
H 0.6256 -3.5766 -0.4405
H -0.0398 -2.2811 0.5027
H 1.1795 -3.2544 1.1643
*
```

***

# 2
C31H30As2Cl5IrN3O8Si as an isolated structure in a non-equilibrium geometry, computed with the ωB97M-V functional and the def2-TZVPD basis.

Values from the calculation:
HOMO energy (spin up / spin down) = -0.4834 / -0.4826 Eh
Kohn-Sham gap (spin up / spin down) = 5.031 / 4.635 eV

The geometry in ORCA input format:
```
! wB97M-V def2-TZVPD RIJCOSX def2/J DEFGRID3
* xyz 2 2
Ir 0.8867 0.4921 0.0594
N 6.4820 1.0141 8.5885
C 5.8275 0.8974 7.6527
C 5.0069 0.7389 6.4748
C 4.0501 1.6988 6.1581
C 3.2872 1.5541 5.0143
C 3.4804 0.4589 4.1694
C 4.4088 -0.5242 4.5214
C 5.1721 -0.3842 5.6656
C 2.6969 0.3584 2.9218
C 1.2957 0.4238 3.0235
C 0.5202 0.3470 4.1857
C -0.8361 0.3524 3.8135
C -0.8629 0.4392 2.4480
N 0.4212 0.4559 1.9418
C 3.3398 0.0888 1.7154
C 4.6939 -0.1626 1.4829
C 4.8070 -0.7601 0.2241
C 3.5350 -0.8196 -0.3144
N 2.6328 -0.2955 0.5547
H 3.9086 2.5503 6.8098
H 2.5668 2.3189 4.7516
H 4.5001 -1.4217 3.9229
H 5.8936 -1.1414 5.9410
H 0.9100 0.2723 5.1892
H -1.6944 0.2912 4.4627
H -1.7224 0.4948 1.7996
H 5.4981 0.0601 2.1669
H 5.7025 -1.1296 -0.2493
H 3.2306 -1.2723 -1.2469
C -3.6076 1.8221 -4.2081
O -2.3002 1.2279 -4.0394
C -1.7552 0.7126 -5.1577
O -2.3092 0.6473 -6.2134
C -0.4065 0.0949 -4.8519
C 0.6153 0.1391 -5.7032
As 2.2528 -1.0174 -5.8369
C 1.5322 -2.3236 -7.1032
C 1.9141 -1.8865 -4.1568
C 1.4322 -1.0660 -3.1495
As -0.5241 -0.9047 -3.0977
C -1.1320 -2.6054 -3.8674
C 2.0555 0.1262 -2.7414
O 1.5525 0.8856 -1.8363
O 3.2038 0.4758 -3.2725
C 3.8712 1.6669 -2.7876
C 1.9901 -3.3880 -3.9030
O 1.5668 -3.9074 -2.9037
O 2.6191 -4.0059 -4.8830
C 2.8237 -5.4302 -4.7021
C 0.7107 1.0267 -6.9216
O 1.5626 0.7959 -7.7488
O -0.1163 2.0485 -6.9544
C -0.0389 2.8847 -8.1341
H -4.0533 1.8520 -3.2192
H -4.2098 1.2266 -4.8873
H -3.4972 2.8281 -4.6063
H 1.4445 -1.7885 -8.0455
H 0.5646 -2.7119 -6.7993
H 2.2485 -3.1315 -7.2077
H -0.8971 -2.6544 -4.9289
H -2.2097 -2.6777 -3.7393
H -0.6500 -3.4239 -3.3391
H 4.8734 1.6211 -3.1973
H 3.9021 1.6759 -1.7012
H 3.3516 2.5490 -3.1527
H 3.4256 -5.7474 -5.5451
H 1.8650 -5.9407 -4.6945
H 3.3424 -5.6150 -3.7656
H -0.6845 3.7305 -7.9304
H -0.3962 2.3272 -8.9957
H 0.9863 3.2015 -8.3027
Cl -3.1676 -2.0480 -0.0825
C -1.8655 -2.9134 0.7180
Cl -0.2281 -2.4649 0.1399
H -1.9830 -3.9732 0.5344
H -1.9108 -2.6854 1.7751
Cl -1.8478 1.6582 -0.5160
Si -0.1046 2.6456 -0.2675
Cl -0.0477 3.7854 1.3815
Cl 0.4170 3.6444 -1.9228
*
```

***

# 3
A 11-piece molecular cluster, C3H30NO11 overall in a non-equilibrium geometry, computed with the ωB97M-V functional and the def2-TZVPD basis.

Values from the calculation:
ΔE to the lowest compared entry with this formula, charge and spin = 6.3 kcal/mol
HOMO energy (spin up / spin down) = -0.0849 / -0.3978 Eh
Kohn-Sham gap (spin up / spin down) = 2.793 / 11.077 eV

The geometry in ORCA input format:
```
! wB97M-V def2-TZVPD RIJCOSX def2/J DEFGRID3
* xyz 0 2
C 2.3308 2.0921 -0.3394
O 2.6409 0.7894 -0.7847
C 0.8329 2.2514 0.1058
C 0.0632 3.1766 -0.8218
N 0.2636 0.8512 0.1547
H 3.0405 2.5046 0.3808
H 2.4727 2.6643 -1.2557
H 2.9507 0.1796 -0.1001
H 0.8826 2.4768 1.1676
H -0.4191 3.9928 -0.2821
H -0.7782 2.6298 -1.2727
H 0.6869 3.5136 -1.6386
H 0.6812 0.2484 -0.5696
H 0.4263 0.3747 1.0456
H -0.7767 0.9126 0.0793
H -3.2475 1.8047 0.0361
H -2.9616 0.3687 -0.4824
O -2.6354 1.0704 0.1643
H -2.1949 -3.1182 -2.0500
H -1.0152 -2.6937 -1.1708
O -1.4948 -2.4443 -1.9994
H 0.0314 0.5402 3.2992
H 0.0303 0.3923 4.8598
O 0.6035 0.4449 4.0862
H 2.7159 -2.4405 0.2416
H 2.2671 -1.6244 1.5640
O 2.1371 -1.7526 0.5884
H -2.8506 -1.3720 -1.6919
H -4.3367 -1.2139 -1.3160
O -3.5501 -0.6926 -1.5192
H 1.2993 -1.1186 -3.7468
H 0.1408 -1.4552 -2.7481
O 0.7455 -0.7610 -3.0470
H -0.8406 0.5472 -2.6475
H -1.1859 1.7371 -3.5085
O -1.4420 1.3059 -2.6837
H -1.9775 0.6511 1.9922
H -1.6306 -0.8018 1.6333
O -1.3897 -0.0808 2.2413
H 3.2102 -1.0609 3.4593
H 1.6749 -0.9346 3.6999
O 2.3581 -1.4396 3.2087
H -0.4285 -3.7674 1.0151
H 0.5279 -2.6205 0.5104
O -0.3350 -3.0679 0.3573
*
```

***

# 4
A 2-piece molecular cluster, C4H12 overall in a non-equilibrium geometry, computed with the ωB97M-V functional and the def2-TZVPD basis.

Values from the calculation:
ΔE to the lowest compared entry with this formula, charge and spin = 12.8 kcal/mol
HOMO energy = -0.4136 Eh
Kohn-Sham gap = 12.419 eV

The geometry in ORCA input format:
```
! wB97M-V def2-TZVPD RIJCOSX def2/J DEFGRID3
* xyz 0 1
C -0.4572 -1.8633 1.7729
C -0.9711 -1.5795 0.3671
H -1.0876 -1.5239 2.5913
H -0.4548 -2.9713 1.8784
H 0.5933 -1.6186 1.9419
H -1.5094 -2.4463 -0.0221
H -0.1670 -1.4712 -0.3629
H -1.7907 -0.8654 0.3183
C 1.0860 1.1387 -1.2687
C 0.3745 2.4219 -0.7950
H 1.9120 1.4924 -1.8905
H 1.2550 0.4315 -0.4562
H 0.4510 0.5401 -1.9409
H -0.3921 2.3576 -0.0207
H -0.0246 2.9080 -1.6899
H 1.1826 3.0494 -0.4231
*
```

***

# 5
C6H24CuN12O6 as an isolated structure in a non-equilibrium geometry, computed with the ωB97M-V functional and the def2-TZVPD basis.

Values from the calculation:
ΔE to the lowest compared entry with this formula, charge and spin = 125.7 kcal/mol
HOMO energy = -0.3605 Eh
Kohn-Sham gap = 7.835 eV

The geometry in ORCA input format:
```
! wB97M-V def2-TZVPD RIJCOSX def2/J DEFGRID3
* xyz 1 1
Cu 4.4667 -9.2612 14.6644
C 4.0184 -10.9287 12.2014
O 3.3955 -10.6659 13.2169
N 3.9772 -12.0600 11.5552
N 4.9890 -10.3089 11.7120
H 3.5179 -12.8154 12.0436
H 4.6800 -12.2384 10.8521
H 5.5127 -9.5196 12.0623
H 5.3394 -10.7084 10.8531
C 6.2257 -7.2294 12.5640
O 5.8709 -8.1028 13.3343
N 7.2905 -7.1589 11.9375
N 5.5320 -6.1728 12.3286
H 7.8158 -8.0207 11.8999
H 7.2567 -6.5559 11.1280
H 4.7808 -5.8456 12.9191
H 5.7654 -5.5611 11.5596
C 2.2713 -10.6638 16.5336
O 3.3685 -10.2555 16.9908
N 2.2074 -11.6730 15.8157
N 1.0703 -10.4154 16.9043
H 1.3177 -11.9008 15.3953
H 3.0674 -12.0451 15.4389
H 0.4333 -11.1992 16.9036
H 0.9558 -9.7624 17.6663
C 6.3333 -12.1500 15.0816
O 6.0949 -10.9638 15.0263
N 5.6246 -13.0788 14.5070
N 7.3399 -12.5805 15.7420
H 5.9671 -14.0289 14.5204
H 4.7810 -12.8852 13.9863
H 7.3741 -13.5322 16.0784
H 7.8965 -11.8477 16.1584
C 6.7562 -8.1343 16.7912
O 5.5676 -7.8439 16.7678
N 7.4126 -8.1794 17.9007
N 7.4937 -8.4488 15.7890
H 6.8413 -7.9593 18.7040
H 8.3977 -8.3387 18.0563
H 8.4856 -8.4917 15.9744
H 6.9281 -8.4613 14.9523
C 1.9724 -7.0958 14.7728
O 2.8430 -7.7500 14.3146
N 1.8057 -5.8396 14.7582
N 0.9741 -7.5013 15.4566
H 2.4155 -5.1949 14.2762
H 0.9177 -5.4485 15.0385
H 0.9121 -8.5069 15.5267
H 0.4550 -6.9243 16.1029
*
```

***

# 6
A 2-piece molecular cluster, C8H15O2S2 overall, computed with the ωB97M-V functional and the def2-TZVPD basis.

Values from the calculation:
HOMO energy = -0.4834 Eh
Kohn-Sham gap = 9.401 eV

The geometry in ORCA input format:
```
! wB97M-V def2-TZVPD RIJCOSX def2/J DEFGRID3
* xyz 1 1
C 0.2643 1.9868 -1.2306
C -0.5587 2.6898 -1.7501
S -1.7853 3.7181 -2.2385
C -3.1356 3.3555 -1.0798
C -3.9503 2.1662 -1.5845
H 0.9688 1.3405 -0.7221
H -1.3272 4.8907 -1.7505
H -3.7299 4.2695 -1.0482
H -2.6940 3.1584 -0.1057
H -4.0533 2.1674 -2.6709
H -3.5032 1.2220 -1.2841
H -4.9551 2.2478 -1.1750
C 2.7176 -2.8916 0.3534
C 2.5323 -3.0756 1.8661
C 1.9181 -1.7807 2.4140
S 0.9621 -1.0862 1.0646
O 1.5527 0.1870 0.6866
O -0.4487 -1.1393 1.3477
C 1.4022 -2.3129 -0.1606
H 2.9554 -3.8300 -0.1435
H 3.5334 -2.1927 0.1582
H 1.8578 -3.9124 2.0543
H 3.4746 -3.2956 2.3636
H 1.2460 -1.9444 3.2524
H 2.6752 -1.0467 2.6833
H 1.4746 -1.8345 -1.1350
H 0.6064 -3.0571 -0.1652
*
```

***

# 7
C30H28ClN3O4PbS as an isolated structure in a non-equilibrium geometry, computed with the ωB97M-V functional and the def2-TZVPD basis.

Values from the calculation:
ΔE to the lowest compared entry with this formula, charge and spin = 20.3 kcal/mol
HOMO energy = -0.0712 Eh
Kohn-Sham gap = 6.120 eV

The geometry in ORCA input format:
```
! wB97M-V def2-TZVPD RIJCOSX def2/J DEFGRID3
* xyz -2 1
Pb -0.6978 -1.0486 -0.6706
C -3.6304 0.8938 0.7133
N -2.3864 0.5074 1.3084
C -2.5535 -0.4949 2.3989
C -1.5316 1.6736 1.5771
C -1.6545 2.3702 2.7016
C -0.8420 3.4147 3.0355
C 0.1747 3.7900 2.1727
C 0.3302 3.1172 0.9369
C -0.5201 2.0605 0.6485
N -0.3724 1.3254 -0.5350
C 0.3996 1.8910 -1.5393
C 0.0862 3.1638 -2.0852
C 0.7513 3.5925 -3.2109
C 1.7277 2.7742 -3.7975
C 2.0862 1.5684 -3.2717
C 1.4622 1.1288 -2.0908
N 1.9188 0.0237 -1.3032
C 2.5288 0.5296 -0.0332
C 2.8123 -0.8606 -1.9892
H -4.4333 1.3122 1.3870
H -4.0633 0.0481 0.1661
H -3.3487 1.6933 0.0001
H -3.1597 -0.0430 3.2585
H -1.6032 -0.8537 2.7482
H -3.1085 -1.3431 2.0149
H -2.3391 1.9230 3.4217
H -0.9166 3.8768 4.0402
H 0.8238 4.6315 2.4571
H 1.1149 3.3729 0.2588
H -0.7355 3.6904 -1.6689
H 0.6016 4.5447 -3.6401
H 2.3213 3.0388 -4.7100
H 2.8958 1.0492 -3.7172
H 3.3702 1.1997 -0.3630
H 2.9863 -0.2482 0.5249
H 1.8714 1.0684 0.6615
H 3.7543 -0.3926 -2.3038
H 2.3164 -1.1445 -2.8735
H 3.0313 -1.7223 -1.3851
O 0.5700 -2.3257 -4.7925
C -0.1399 -2.3155 -3.7582
O 0.2202 -2.2752 -2.5400
C -1.6010 -2.4244 -4.0580
C -2.0327 -3.4435 -4.8724
C -3.3438 -3.5528 -5.3474
C -4.2616 -2.5662 -4.9984
C -3.8369 -1.5921 -4.0642
C -2.5309 -1.4468 -3.5969
S -2.2016 -0.1305 -2.5569
H -1.3021 -4.1969 -5.1665
H -3.6241 -4.3797 -6.0689
H -5.2802 -2.4952 -5.3669
H -4.5327 -0.8337 -3.7780
Cl 4.5641 -1.1394 7.1646
C 3.5341 -1.2461 5.7311
C 3.6658 -0.3445 4.6394
C 2.8332 -0.4504 3.5287
C 1.7607 -1.4109 3.3778
O 1.0033 -1.3508 2.3871
C 1.6430 -2.2194 4.5807
C 0.6235 -3.2631 4.8097
O -0.3721 -3.4932 4.1855
C 2.5002 -2.1258 5.6977
H 4.5026 0.3483 4.6183
H 2.9981 0.1616 2.6950
H 0.7642 -3.8684 5.7118
H 2.4079 -2.7418 6.5943
*
```

***

# 8
C43H48AgN6O4S as an isolated structure, computed with the ωB97M-V functional and the def2-TZVPD basis.

Values from the calculation:
ΔE to the lowest compared entry with this formula, charge and spin = 23.5 kcal/mol
HOMO energy = -0.1497 Eh
Kohn-Sham gap = 6.202 eV

The geometry in ORCA input format:
```
! wB97M-V def2-TZVPD RIJCOSX def2/J DEFGRID3
* xyz -1 1
Ag 0.7571 -1.0104 0.5123
C 4.3547 3.9061 -0.8130
C 2.8545 4.2013 -0.9131
C 2.0265 2.9620 -1.0587
C 1.5149 2.4270 -2.2282
C 1.6978 2.9041 -3.6364
C 2.7486 2.0916 -4.3994
C 0.8255 1.2353 -1.8325
C -0.1849 0.5340 -2.7205
C -0.5693 -0.8963 -2.4202
C -0.5886 -2.0200 -3.3233
C 0.0089 -2.0907 -4.6977
C -1.0211 -2.0202 -5.8299
C -1.1431 -3.0580 -2.6010
C -1.3947 -2.5401 -1.2760
C -1.8225 -3.2902 -0.1857
C -1.6570 -3.0561 1.1880
N -0.7570 -2.1290 1.6519
C -0.5787 -2.3386 2.9411
C 0.6511 -1.7401 3.5860
C 0.8761 -0.2436 3.5334
N 0.8986 0.3145 2.3475
C 1.4712 1.5551 2.4759
C 1.8269 2.3143 1.3687
C 1.6438 2.0724 -0.0042
N 0.9221 1.0223 -0.5391
C 1.7709 1.7858 3.8657
C 1.4006 0.6356 4.5377
C 1.4837 0.3371 6.0010
C 0.1049 0.2905 6.6660
C 2.4241 3.0035 4.4404
C 3.9505 2.8767 4.4850
C -1.4117 -3.3952 3.4090
C -2.0861 -3.8624 2.2881
C -3.1259 -4.9370 2.2419
C -4.5535 -4.3873 2.3057
C -1.4681 -3.9402 4.8047
C -0.4649 -5.0728 5.0407
N -1.0408 -1.2074 -1.2377
C -1.4086 -4.4511 -3.0794
C -2.8588 -4.6552 -3.5329
H 4.9356 4.8225 -0.6877
H 4.7028 3.3985 -1.7143
H 4.5564 3.2485 0.0338
H 2.6738 4.8599 -1.7674
H 2.5409 4.7593 -0.0259
H 1.9893 3.9587 -3.6332
H 0.7525 2.8533 -4.1856
H 3.7116 2.1430 -3.8882
H 2.8759 2.4565 -5.4206
H 2.4581 1.0402 -4.4467
H 0.1705 0.6097 -3.7480
H 0.5664 -3.0285 -4.7948
H 0.7480 -1.2930 -4.8168
H -1.7841 -2.7856 -5.6826
H -0.5562 -2.1951 -6.8039
H -1.5117 -1.0494 -5.8493
H -2.2640 -4.2536 -0.4343
H 0.8369 -2.1385 4.5871
H 2.3433 3.2449 1.5943
H 2.1042 1.0895 6.4952
H 1.9879 -0.6232 6.1549
H -0.4032 1.2488 6.5463
H 0.1757 0.0641 7.7321
H -0.5213 -0.4699 6.1951
H 2.0470 3.1826 5.4512
H 2.1503 3.8822 3.8508
H 4.2425 2.0368 5.1174
H 4.4188 3.7832 4.8744
H 4.3424 2.6855 3.4848
H -2.9688 -5.6332 3.0712
H -3.0095 -5.5206 1.3228
H -4.7143 -3.8503 3.2421
H -5.2926 -5.1888 2.2356
H -4.7248 -3.6845 1.4896
H -2.4775 -4.3041 5.0181
H -1.2796 -3.1344 5.5207
H -0.6506 -5.8929 4.3449
H -0.5264 -5.4628 6.0595
H 0.5554 -4.7256 4.8671
H -1.1871 -5.1681 -2.2842
H -0.7310 -4.6894 -3.9048
H -3.5447 -4.4787 -2.7025
H -3.0209 -5.6699 -3.9039
H -3.1205 -3.9516 -4.3231
O 2.8997 -1.9942 3.0441
N 1.8157 -2.3431 2.7292
O -1.6117 2.4331 -0.5837
C -1.5156 2.5166 -1.7672
N -1.4473 1.3982 -2.6818
S -2.1034 1.8822 -4.1312
O -1.3531 1.3479 -5.2297
O -3.5256 1.7195 -4.0987
C -1.7862 3.6068 -3.8826
C -1.8178 4.6503 -4.7866
C -1.5382 5.9200 -4.2976
C -1.2635 6.1265 -2.9462
C -1.2641 5.0670 -2.0497
C -1.5197 3.8015 -2.5438
H -2.0316 4.4798 -5.8330
H -1.5269 6.7612 -4.9788
H -1.0407 7.1267 -2.5979
H -1.0453 5.1970 -0.9980
*
```

***

# 9
An isolated ion of composition C6H10NO and charge +1 in a non-equilibrium geometry, computed with the ωB97M-V functional and the def2-TZVPD basis.

Values from the calculation:
ΔE to the lowest compared entry with this formula, charge and spin = 106.5 kcal/mol
HOMO energy (spin up / spin down) = -0.5394 / -0.5361 Eh
Kohn-Sham gap (spin up / spin down) = 6.941 / 6.668 eV

The geometry in ORCA input format:
```
! wB97M-V def2-TZVPD RIJCOSX def2/J DEFGRID3
* xyz 1 1
C 0.0959 0.1275 -0.0850
C -1.2745 -0.7717 -0.0071
C 1.2520 -0.8388 0.0070
C 0.0125 0.9096 -1.3752
C -2.4492 -0.0828 0.7246
C 2.3441 0.0425 0.6800
N 1.4598 -2.0107 -0.2560
O -1.2890 -1.8493 -0.4533
H 0.0346 0.7761 0.6844
H -0.7540 1.6627 -1.4435
H 0.0440 0.1715 -2.1521
H 0.8305 1.5271 -1.4520
H -2.0918 0.0399 1.8566
H -3.2783 -0.6915 0.6307
H -2.5651 0.7745 0.1794
H 3.1886 -0.5561 0.5590
H 2.2203 -0.1504 1.7657
H 2.2193 0.9199 0.1369
*
```

***

# 10
A 2-piece molecular cluster, C4H11O3 overall in a non-equilibrium geometry, computed with the ωB97M-V functional and the def2-TZVPD basis.

Values from the calculation:
ΔE to the lowest compared entry with this formula, charge and spin = 58.4 kcal/mol
HOMO energy = -0.0935 Eh
Kohn-Sham gap = 6.380 eV

The geometry in ORCA input format:
```
! wB97M-V def2-TZVPD RIJCOSX def2/J DEFGRID3
* xyz -1 1
C -2.0656 0.4037 0.6523
O -2.5225 1.0090 -0.3039
C -0.7097 -0.6236 0.0066
C 0.2796 0.3923 -0.5185
C 1.2138 0.9224 0.5703
O 2.0212 2.0933 0.2099
H -2.6247 -0.4657 0.9703
H -1.7090 1.1000 1.4897
H -1.3641 -1.1400 -0.6393
H -0.2608 -1.1843 0.8033
H -0.4116 1.1698 -0.9066
H 0.9212 -0.0517 -1.3047
H 0.7361 1.2686 1.4018
H 1.9555 0.1479 0.8872
H 1.4315 2.6849 -0.2584
H 0.8896 -2.9573 -1.6403
H 0.8204 -2.0215 -0.5753
O 1.3992 -2.7480 -0.8445
*
```